No. 1
Formula: C4H13N2
Source: the OMol25 dataset
Level of theory: ωB97M-V/def2-TZVPD

The geometry in XYZ format:
```
19
Properties=species:S:1:pos:R:3:nbo_charge:R:1
C -1.215 0.335 0.037 -0.29
N -1.163 -0.368 -1.268 -0.64
C -1.336 -1.824 -0.990 -0.43
C 0.037 1.085 0.217 -0.25
N 1.367 0.269 0.202 -0.54
C 2.101 0.605 1.550 -0.42
H -2.067 1.040 0.356 0.25
H -1.321 -0.315 1.016 0.20
H -1.874 -0.085 -1.816 0.38
H -0.336 -2.182 -1.333 0.19
H -1.368 -2.000 0.169 0.18
H -2.230 -2.323 -1.341 0.23
H 0.130 1.803 -0.757 0.25
H -0.236 1.799 1.155 0.26
H 2.055 0.387 -0.509 0.44
H 1.253 -0.792 0.041 0.45
H 2.121 1.710 1.663 0.24
H 1.810 0.066 2.419 0.25
H 3.115 0.381 1.510 0.23
```

Highest occupied orbital energy   -13.53 eV
Lowest unoccupied orbital energy   -3.27 eV
SMILES   CNCC[NH2+]C
Net charge   +1
Electronic energy   -7329.6999 eV
Kohn-Sham gap   10.25 eV

No. 2
Formula: C4H13N2
Source: the OMol25 dataset
Level of theory: ωB97M-V/def2-TZVPD

The geometry in XYZ format:
```
19
Properties=species:S:1:pos:R:3:nbo_charge:R:1
C -1.269 -0.818 0.069 -0.26
N -1.803 -1.246 1.361 -0.83
C -0.026 0.035 0.265 -0.03
N 0.274 0.734 -1.086 -0.51
C 1.238 1.849 -0.913 -0.43
C 1.168 -0.792 0.719 -0.65
H -1.131 -1.669 -0.609 0.20
H -2.014 -0.269 -0.500 0.18
H -1.929 -2.251 1.379 0.38
H -2.746 -0.887 1.460 0.38
H -0.288 0.845 0.938 0.23
H 0.457 -0.019 -1.748 0.44
H -0.640 1.121 -1.313 0.43
H 1.899 1.927 -1.773 0.25
H 0.667 2.771 -0.838 0.24
H 1.895 1.696 -0.063 0.24
H 0.755 -1.514 1.415 0.26
H 1.658 -1.315 -0.097 0.22
H 1.833 -0.198 1.335 0.24
```

Highest occupied orbital energy   -13.80 eV
Lowest unoccupied orbital energy   -3.25 eV
SMILES   C[NH2+][C@H](C)CN
Net charge   +1
Electronic energy   -7332.3091 eV
Kohn-Sham gap   10.56 eV

No. 3
Formula: C4H13N2
Source: the OMol25 dataset
Level of theory: ωB97M-V/def2-TZVPD

The geometry in XYZ format:
```
19
Properties=species:S:1:pos:R:3:nbo_charge:R:1
C 1.254 -1.919 1.561 -0.45
C -1.047 -1.608 1.859 0.02
N 0.068 -1.065 1.603 -0.47
H 2.104 -1.377 1.978 0.22
H 1.548 -2.167 0.540 0.21
H 1.091 -2.852 2.102 0.21
H -1.931 -0.993 1.715 0.19
H -1.146 -2.634 2.211 0.18
C -0.391 1.975 -2.319 -0.63
C -0.699 0.999 -1.189 -0.22
N 0.450 0.948 -0.213 -0.72
H -1.250 2.033 -2.980 0.25
H -0.166 2.962 -1.913 0.22
H 0.483 1.641 -2.879 0.22
H -1.579 1.294 -0.621 0.22
H -0.838 -0.014 -1.558 0.22
H 1.321 0.787 -0.711 0.42
H 0.254 0.155 0.528 0.46
H 0.475 1.835 0.287 0.43
```

Highest occupied orbital energy   -14.59 eV
Lowest unoccupied orbital energy   -3.00 eV
Net charge   +1
Electronic energy   -7332.2589 eV
Kohn-Sham gap   11.59 eV

No. 4
Formula: C4H13N2O
Source: the OMol25 dataset
Level of theory: ωB97M-V/def2-TZVPD

The geometry in XYZ format:
```
20
Properties=species:S:1:pos:R:3:mulliken_spin:R:1
C -0.743 1.285 -2.658 -0.06
C -0.366 -0.097 -2.222 -0.06
C -0.300 -0.310 -0.751 0.87
C -0.075 0.744 0.154 0.22
N 0.450 0.324 1.444 0.07
N 0.297 -1.600 -0.385 0.08
H -1.697 1.635 -2.260 0.01
H 0.023 1.993 -2.340 0.01
H -0.668 1.403 -3.744 -0.01
H -0.930 -0.902 -2.664 0.03
H 0.656 -0.275 -2.630 0.03
H 0.125 1.793 -0.019 -0.05
H 0.713 1.158 1.962 -0.04
H 1.229 -0.336 1.433 -0.04
H -0.325 0.002 2.038 0.02
H 0.509 -2.126 -1.220 -0.03
H -0.303 -2.149 0.216 -0.05
H 1.048 -1.308 4.729 0.00
H -0.142 -0.454 4.781 -0.01
O 0.500 -0.778 4.136 0.02
```

Spin multiplicity   2
Highest occupied orbital energy (alpha / beta)   -3.38 / -6.98 eV
Lowest unoccupied orbital energy (alpha / beta)   0.20 / 0.11 eV
Net charge   0
Electronic energy   -9382.5033 eV
Kohn-Sham gap (alpha / beta)   3.59 / 7.10 eV

No. 5
Formula: C4H13N2O
Source: the OMol25 dataset
Level of theory: ωB97M-V/def2-TZVPD

The geometry in XYZ format:
```
20
Properties=species:S:1:pos:R:3:mulliken_spin:R:1
C -0.109 -0.741 1.726 0.00
C 0.024 -1.614 0.436 0.06
C -1.133 -1.482 -0.561 0.02
C -0.546 0.203 -2.174 0.65
N -1.189 -0.153 -1.132 0.29
N -0.023 0.733 1.120 0.02
H -1.174 -0.783 2.160 0.00
H 0.567 -0.978 2.539 0.00
H 0.094 -2.676 0.842 -0.01
H 0.997 -1.304 0.020 -0.02
H -2.048 -1.715 -0.046 -0.01
H -0.969 -2.230 -1.311 -0.01
H -0.720 -0.278 -3.140 0.04
H 0.163 1.060 -2.238 0.00
H -0.649 1.387 1.619 0.00
H -0.529 0.761 0.113 -0.03
H 0.929 1.003 1.133 -0.01
H 1.789 3.755 -0.285 0.00
H 2.757 2.362 -0.393 -0.01
O 1.770 2.691 -0.430 0.02
```

Spin multiplicity   2
Highest occupied orbital energy (alpha / beta)   -3.80 / -6.58 eV
Lowest unoccupied orbital energy (alpha / beta)   0.17 / 0.12 eV
Net charge   0
Electronic energy   -9381.5558 eV
Kohn-Sham gap (alpha / beta)   3.96 / 6.70 eV

No. 6
Formula: C4H13N2O
Source: the OMol25 dataset
Level of theory: ωB97M-V/def2-TZVPD

The geometry in XYZ format:
```
20
Properties=species:S:1:pos:R:3:nbo_charge:R:1
C 0.128 2.508 -0.432 -0.62
C 0.871 1.133 -0.327 -0.46
C 0.132 0.125 0.556 0.14
C 0.014 0.019 1.883 0.00
N -0.706 -1.026 2.542 -0.89
N -0.666 -0.860 -0.188 -0.72
H -0.581 2.835 0.423 0.23
H -0.393 2.538 -1.397 0.22
H 0.791 3.313 -0.529 0.24
H 1.090 0.670 -1.367 0.24
H 1.856 1.300 0.194 0.25
H 0.521 0.729 2.429 0.21
H -0.231 -1.483 3.353 0.41
H -1.484 -0.700 3.067 0.39
H -1.475 -0.632 -0.692 0.43
H -0.147 -1.306 -0.945 0.46
H -0.795 -1.510 0.565 0.46
H 0.333 -3.234 -2.684 0.49
H 0.331 -2.133 -3.703 0.50
O 0.411 -2.285 -2.746 -0.97
```

Highest occupied orbital energy   -14.11 eV
Lowest unoccupied orbital energy   -2.94 eV
Net charge   +1
Electronic energy   -9379.2472 eV
Kohn-Sham gap   11.18 eV

Summary of ΔE to the lowest compared entry with this formula, charge and spin in kcal per mole
87.3, 27.2, 28.3, 50.4, 72.3, 53.9
(order as listed above)